{
  "formula": "C3H4N4O2",
  "method": "wB97M-V/def2-TZVPD",
  "smiles": "Cc1n[nH]c([N+](=O)[O-])n1",
  "total_energy_ha": -486.08134,
  "largest_force_ev_per_a": 6.4,
  "charge": 0,
  "homo_lumo_gap_ev": 9.3,
  "homo_ha": -0.3905,
  "elements": ["C", "H", "H", "O", "N", "C", "N", "O", "H", "C", "N", "H", "N"],
  "xyz": [[2.298, -0.608, -0.154], [2.531, -0.957, 0.829], [2.528, -1.469, -0.887], [-2.988, -1.331, -0.317], [-0.087, -0.845, -0.295], [0.915, -0.077, 0.004], [-2.624, -0.168, -0.071], [-3.327, 0.815, 0.000], [3.079, 0.194, -0.324], [-1.223, 0.016, 0.066], [-0.683, 1.209, 0.335], [-1.063, 2.047, 0.577], [0.641, 1.174, 0.236]],
  "atomic_forces_ev_per_a": [[2.06, 0.21, -0.69], [0.47, -0.64, 0.68], [-1.09, 1.51, 1.08], [0.38, 2.02, 0.56], [-6.19, 0.46, 1.72], [1.85, -0.58, -2.57], [-0.53, -2.67, -1.00], [-0.11, 0.19, 0.27], [-1.17, -0.68, -0.02], [4.83, -1.25, -1.29], [1.26, -2.88, -0.96], [-1.78, 2.58, 0.68], [0.01, 1.74, 1.54]],
  "mulliken_charge": [-0.9143, 0.2346, 0.2813, -0.4923, -0.4595, 0.6732, 0.9042, -0.5583, 0.3039, 0.2055, 0.4475, 0.2113, -0.8369]
}

---

{
  "formula": "C3H4N4O2",
  "method": "wB97M-V/def2-TZVPD",
  "total_energy_ha": -486.09619,
  "largest_force_ev_per_a": 3.7,
  "charge": 0,
  "homo_lumo_gap_ev": 9.0,
  "homo_ha": -0.3270,
  "elements": ["H", "O", "H", "H", "N", "C", "N", "C", "N", "O", "H", "N", "C"],
  "xyz": [[-1.206, 1.761, 0.828], [3.801, 0.384, 0.021], [2.860, -2.215, 0.105], [-0.993, -1.260, -0.132], [-0.047, -0.899, -0.107], [1.187, 1.185, -0.061], [-1.239, 1.101, 0.052], [2.697, -0.062, 0.001], [0.923, -1.723, -0.023], [1.263, 2.384, -0.027], [-1.464, 1.636, -0.785], [0.024, 0.493, -0.087], [2.172, -1.384, 0.026]],
  "atomic_forces_ev_per_a": [[0.13, -0.24, -0.10], [-0.63, -0.43, 0.02], [0.09, 0.00, -0.04], [0.20, 0.24, 0.07], [-0.44, 0.12, 0.11], [3.13, -1.79, 0.08], [0.07, -0.17, -0.11], [-2.11, 3.08, -0.21], [-0.21, -0.02, -0.13], [-0.12, -0.30, 0.03], [0.23, -0.14, 0.08], [-0.89, 0.33, 0.03], [0.54, -0.69, 0.18]],
  "mulliken_charge": [0.2711, -0.4742, 0.4323, 0.3040, 0.0366, 0.4644, -0.8394, 0.4820, -0.6515, -0.5750, 0.2648, 0.5164, -0.2314]
}

---

{
  "formula": "C3H4N4S",
  "method": "wB97M-V/def2-TZVPD",
  "smiles": "Cc1nnc(S)nn1",
  "total_energy_ha": -733.83029,
  "largest_force_ev_per_a": 3.2,
  "charge": 0,
  "homo_lumo_gap_ev": 8.5,
  "homo_ha": -0.3373,
  "elements": ["H", "C", "C", "C", "N", "S", "H", "H", "N", "N", "H", "N"],
  "xyz": [[3.673, 0.892, 0.480], [1.711, 0.024, -0.108], [3.206, -0.057, 0.045], [-0.942, 0.012, -0.065], [-0.302, -1.121, -0.035], [-2.665, -0.108, 0.016], [-2.902, 1.187, 0.325], [3.816, -0.416, -0.820], [-0.232, 1.187, 0.029], [1.049, -1.138, 0.019], [3.352, -0.851, 0.961], [1.035, 1.221, -0.074]],
  "atomic_forces_ev_per_a": [[-0.90, -1.09, -0.97], [-1.20, -0.74, 0.64], [1.34, -0.70, 2.79], [2.45, 0.93, 0.75], [1.30, -1.35, -0.08], [-0.53, 0.49, -0.02], [0.22, -0.23, -0.18], [-0.85, 0.31, 0.60], [-2.20, 0.69, -0.50], [-0.66, 0.98, -0.65], [-0.21, 1.72, -2.45], [1.24, -0.99, 0.07]],
  "mulliken_charge": [0.2806, 0.5415, -0.7549, 0.6675, -0.2650, -0.2341, 0.1749, 0.2412, -0.2402, -0.3309, 0.2424, -0.3231]
}

---

{
  "formula": "C3H4N4S",
  "method": "wB97M-V/def2-TZVPD",
  "smiles": "S/N=c1/nccn[nH]1",
  "total_energy_ha": -733.86976,
  "largest_force_ev_per_a": 1.5,
  "charge": 0,
  "homo_lumo_gap_ev": 8.0,
  "homo_ha": -0.3026,
  "elements": ["H", "C", "N", "S", "H", "N", "N", "C", "H", "N", "C", "H"],
  "xyz": [[-2.990, 1.679, -0.009], [0.080, 0.440, 0.007], [-1.534, -1.384, -0.001], [2.535, -0.277, -0.001], [0.418, -1.619, 0.010], [1.272, 0.886, 0.000], [-0.968, 1.358, 0.001], [-2.484, -0.514, 0.003], [3.534, 0.637, -0.005], [-0.287, -0.908, -0.001], [-2.164, 0.901, -0.003], [-3.496, -0.891, -0.012]],
  "atomic_forces_ev_per_a": [[0.93, -1.12, 0.01], [-0.20, 0.02, -0.10], [-0.20, 0.09, 0.03], [-0.02, 0.57, -0.01], [0.19, -0.19, -0.01], [0.54, -0.32, 0.05], [-0.12, -0.08, 0.01], [0.35, 0.12, -0.10], [-0.36, -0.30, 0.00], [-0.07, 0.19, 0.05], [-1.01, 0.99, 0.03], [-0.03, 0.04, 0.04]],
  "mulliken_charge": [0.3453, 0.6479, -0.8938, -0.2316, 0.2108, -0.4695, -0.4487, -0.1616, 0.1723, 0.3244, 0.0958, 0.4085]
}

---

{
  "formula": "C3H4N4S",
  "method": "wB97M-V/def2-TZVPD",
  "total_energy_ha": -733.68502,
  "largest_force_ev_per_a": 5.2,
  "charge": 0,
  "homo_lumo_gap_ev": 7.6,
  "homo_ha": -0.3045,
  "elements": ["H", "N", "S", "C", "H", "H", "N", "H", "N", "C", "C", "N"],
  "xyz": [[2.510, -1.966, -0.579], [-1.512, -0.732, 0.181], [1.216, 2.050, -0.112], [-1.465, 1.398, -0.009], [2.430, 0.019, 1.060], [-1.567, -1.562, -0.571], [-0.142, -0.372, 0.161], [-1.903, 2.333, 0.202], [0.846, -1.429, -0.254], [2.065, -1.044, 0.066], [-0.131, 0.935, 0.051], [-2.346, 0.370, -0.197]],
  "atomic_forces_ev_per_a": [[1.08, 2.49, 2.10], [-0.67, -3.03, -4.00], [-1.26, -1.46, 0.41], [-3.50, -3.29, -0.66], [-1.08, -3.34, -3.78], [-0.29, 2.09, 2.23], [-1.32, -1.25, -0.21], [0.24, 1.26, -0.48], [0.01, 4.18, 1.63], [-1.23, -1.56, 0.33], [3.63, 3.26, 0.05], [4.39, 0.65, 2.37]],
  "mulliken_charge": [0.3083, -0.2977, -0.3511, -0.2715, 0.2896, 0.3263, 0.4318, 0.4299, -0.4796, -0.2568, 0.2238, -0.3529]
}

---

{
  "formula": "C3H4NO",
  "method": "wB97M-V/def2-TZVPD",
  "total_energy_ha": -246.33069,
  "largest_force_ev_per_a": 5.2,
  "charge": 1,
  "homo_lumo_gap_ev": 11.2,
  "homo_ha": -0.5869,
  "elements": ["C", "H", "H", "H", "H", "C", "N", "C", "O"],
  "xyz": [[1.222, 0.022, -0.629], [1.771, -1.718, -1.898], [-0.208, 1.090, 0.317], [-3.713, 0.519, 1.515], [2.524, -1.415, -0.354], [1.760, -1.030, -0.982], [-1.506, 0.798, 1.050], [-2.634, 0.656, 1.245], [0.783, 1.077, -0.264]],
  "atomic_forces_ev_per_a": [[-1.36, 2.16, 0.48], [-0.77, 1.63, 1.10], [0.60, -0.62, -0.12], [1.48, 0.18, -0.44], [0.65, -0.12, 1.16], [1.64, -4.05, -2.77], [-1.23, 0.08, -0.47], [0.42, 0.05, 0.36], [-1.45, 0.69, 0.71]],
  "mulliken_charge": [0.9148, 0.3071, 0.5611, 0.3375, 0.2759, -0.8001, -0.3115, 0.0507, -0.3354]
}

---

{
  "formula": "C3H4NO",
  "method": "wB97M-V/def2-TZVPD",
  "total_energy_ha": -246.33936,
  "largest_force_ev_per_a": 7.9,
  "charge": 1,
  "homo_lumo_gap_ev": 9.8,
  "homo_ha": -0.6197,
  "elements": ["C", "H", "C", "O", "H", "H", "C", "N", "H"],
  "xyz": [[1.292, -0.521, 0.022], [2.182, -1.031, 0.051], [-0.911, -0.204, 0.005], [1.079, 0.808, -0.029], [-1.552, -0.548, -0.820], [-0.373, 2.101, -0.063], [-0.185, 1.044, 0.036], [0.130, -1.215, 0.020], [-1.661, -0.434, 0.779]],
  "atomic_forces_ev_per_a": [[-6.76, -4.11, -0.26], [2.48, -0.19, -0.04], [0.62, -1.72, 0.50], [-0.10, 1.45, 0.67], [-0.08, 1.07, -0.69], [-0.73, 0.15, 0.31], [0.53, 0.40, -1.42], [3.83, 2.44, 0.46], [0.22, 0.50, 0.46]],
  "mulliken_charge": [0.0093, 0.4312, -0.4025, -0.1535, 0.3346, 0.4286, 0.3057, -0.2902, 0.3367]
}

---

{
  "formula": "C3H4NO",
  "method": "wB97M-V/def2-TZVPD",
  "total_energy_ha": -246.14875,
  "largest_force_ev_per_a": 5.9,
  "charge": 1,
  "homo_lumo_gap_ev": 7.8,
  "homo_ha": -0.4775,
  "elements": ["H", "O", "N", "C", "C", "H", "C", "H", "H"],
  "xyz": [[-1.047, -0.847, 0.991], [0.721, 0.199, -1.356], [-0.402, -0.169, 1.273], [-0.331, -0.526, -1.096], [1.594, 0.978, -1.198], [-0.263, -1.527, -1.015], [0.192, 0.762, 1.700], [-1.252, -0.195, -1.641], [0.788, 1.324, 2.341]],
  "atomic_forces_ev_per_a": [[-0.94, -0.96, -0.02], [2.64, 1.86, 0.58], [2.68, 4.79, 1.67], [-4.70, 1.73, -0.75], [-0.49, -0.53, -0.25], [1.25, -3.25, -0.11], [-2.29, -4.84, -2.45], [1.15, -0.01, 0.49], [0.69, 1.22, 0.84]],
  "mulliken_charge": [0.4049, 0.0761, -0.0899, -0.6686, 0.0721, 0.4520, 0.0026, 0.3347, 0.4160]
}

---

{
  "formula": "C3H4NO",
  "method": "wB97M-V/def2-TZVPD",
  "multiplicity": 3,
  "s2": 2.0200,
  "total_energy_ha": -246.16461,
  "largest_force_ev_per_a": 8.7,
  "charge": 1,
  "homo_lumo_gap_ev": [7.0, 8.4],
  "homo_ha": [-0.4661, -0.6241],
  "elements": ["O", "H", "H", "H", "C", "H", "N", "C", "C"],
  "xyz": [[-2.145, -0.550, 0.159], [1.810, -1.636, 0.671], [1.873, -0.551, -0.514], [-2.534, 1.355, 0.256], [-1.785, 0.636, -0.046], [-0.727, 0.712, -0.243], [1.316, -1.028, 0.152], [0.044, -1.266, -0.105], [-1.188, -1.374, -0.141]],
  "atomic_forces_ev_per_a": [[-1.87, -8.48, 0.36], [2.02, -2.65, 2.94], [0.43, 0.90, -0.90], [0.49, 0.33, -0.15], [1.26, 7.37, -0.73], [-0.30, 1.35, -0.08], [-4.45, 0.58, -2.80], [4.28, 0.24, 0.68], [-1.87, 0.34, 0.69]],
  "mulliken_charge": [-0.1326, 0.2834, 0.2975, 0.3120, -0.3952, 0.2471, -0.2454, 0.3477, 0.2855]
}

---

{
  "formula": "C3H4NO2",
  "method": "wB97M-V/def2-TZVPD",
  "smiles": "O=[N+]1OC12CC2",
  "total_energy_ha": -321.40815,
  "largest_force_ev_per_a": 2.3,
  "charge": 1,
  "homo_lumo_gap_ev": 10.6,
  "homo_ha": -0.6521,
  "elements": ["C", "C", "H", "O", "H", "O", "N", "H", "C", "H"],
  "xyz": [[0.016, -0.290, -0.356], [-1.009, 0.222, 0.598], [-1.325, -0.261, 1.513], [0.101, -0.973, -1.697], [0.282, 1.980, -0.227], [1.743, -2.061, -0.494], [0.863, -1.321, -0.690], [-2.033, 0.469, 0.097], [0.267, 1.027, 0.284], [1.095, 1.208, 0.974]],
  "atomic_forces_ev_per_a": [[-0.07, 1.46, 1.82], [-1.73, 0.07, -1.50], [0.95, -0.22, 0.36], [0.28, -0.03, -0.80], [-0.94, -0.13, -0.83], [-1.23, 0.78, -0.68], [0.99, -1.30, 1.02], [2.20, 0.11, 0.36], [-0.29, 0.49, -0.07], [-0.17, -1.23, 0.33]],
  "mulliken_charge": [0.6656, -0.4784, 0.2980, -0.1888, 0.2930, -0.3099, 0.7374, 0.2741, -0.5893, 0.2985]
}